{
  "formula": "C55H135N9O13",
  "method": "wB97M-V/def2-TZVPD",
  "homo_ev": -8.05,
  "energy_ha": -3647.08231,
  "mol_weight_g_mol": 1130.74,
  "relative_energy_kcal_mol": 0.00,
  "smiles": "CC1(C)CCCC(C)(C)N1O.CC1(C)CCCC(C)(C)N1O.CC1(C)CCCC(C)(C)N1O.COC[C@H](C)N.COC[C@H](C)N.COC[C@H](C)N.COC[C@H](C)N.COC[C@H](C)N.COC[C@H](C)N.OCCO.OCCO",
  "gap_ev": 8.327,
  "total_charge": 0,
  "elements": ["O", "O", "O", "O", "O", "O", "O", "O", "O", "O", "O", "O", "O", "N", "N", "N", "N", "N", "N", "N", "N", "N", "C", "C", "C", "C", "C", "C", "C", "C", "C", "C", "C", "C", "C", "C", "C", "C", "C", "C", "C", "C", "C", "C", "C", "C", "C", "C", "C", "C", "C", "C", "C", "C", "C", "C", "C", "C", "C", "C", "C", "C", "C", "C", "C", "C", "C", "C", "C", "C", "C", "C", "C", "C", "C", "C", "C", "H", "H", "H", "H", "H", "H", "H", "H", "H", "H", "H", "H", "H", "H", "H", "H", "H", "H", "H", "H", "H", "H", "H", "H", "H", "H", "H", "H", "H", "H", "H", "H", "H", "H", "H", "H", "H", "H", "H", "H", "H", "H", "H", "H", "H", "H", "H", "H", "H", "H", "H", "H", "H", "H", "H", "H", "H", "H", "H", "H", "H", "H", "H", "H", "H", "H", "H", "H", "H", "H", "H", "H", "H", "H", "H", "H", "H", "H", "H", "H", "H", "H", "H", "H", "H", "H", "H", "H", "H", "H", "H", "H", "H", "H", "H", "H", "H", "H", "H", "H", "H", "H", "H", "H", "H", "H", "H", "H", "H", "H", "H", "H", "H", "H", "H", "H", "H", "H", "H", "H", "H", "H", "H", "H", "H", "H", "H", "H", "H", "H", "H", "H", "H", "H", "H"],
  "coordinates": [[-2.340, -4.180, 2.913], [-5.822, 1.930, 1.663], [-1.846, -2.408, -2.764], [-4.108, 2.294, -0.495], [1.266, 3.901, -4.908], [1.063, 1.416, -0.912], [7.051, 1.149, 0.684], [-0.244, 7.054, 0.591], [-3.967, 4.712, 1.384], [0.118, -0.523, 5.481], [5.815, -3.344, -1.869], [-6.710, -1.934, -2.154], [-3.325, 2.475, 3.443], [-0.825, -4.811, 5.383], [6.948, 2.093, -0.316], [-0.919, -4.069, -4.852], [4.620, -3.852, -1.296], [3.369, 1.112, 4.661], [-1.736, 0.660, -1.521], [0.334, 0.499, -3.888], [-7.657, -2.263, -1.205], [0.910, 9.863, 0.073], [-0.905, -4.356, 2.983], [2.029, 0.563, 4.375], [6.246, 1.579, -1.518], [2.256, -0.580, 3.341], [2.853, -4.820, 0.778], [6.871, 3.518, 0.047], [0.417, 1.665, -4.761], [-6.226, -1.734, 0.762], [5.154, -6.059, -2.060], [5.964, -5.338, 0.256], [-2.817, -2.977, 2.353], [-2.787, -3.125, -2.012], [-8.641, -4.089, -2.700], [-7.096, -2.867, 0.048], [8.202, 3.919, 0.727], [4.771, -5.229, -0.799], [-1.181, 0.817, -0.179], [1.744, 5.148, -4.348], [0.353, 0.501, -0.194], [6.798, 4.488, -1.198], [1.127, -3.906, 4.512], [6.804, 0.270, -2.108], [3.458, -5.782, -0.272], [-1.175, 6.064, 0.963], [-5.332, 1.238, 2.818], [0.220, 7.977, 1.556], [1.361, 8.842, 1.026], [4.717, 1.401, -1.147], [1.469, 2.613, -0.114], [-0.496, -2.939, -2.666], [-0.379, -0.929, 6.708], [-4.607, 2.145, 3.816], [-8.893, -2.809, -1.860], [-6.188, -4.071, -0.258], [-3.799, 3.668, -0.890], [6.336, 2.656, -2.693], [4.792, -2.210, 0.608], [0.938, 2.890, -3.943], [-8.243, -3.192, 1.052], [-9.335, -4.102, 0.434], [1.331, 0.102, 5.669], [2.572, -3.427, 0.106], [-0.901, 1.942, -5.469], [-0.346, -4.205, -3.494], [-9.910, -3.246, -0.758], [2.137, 9.692, 2.050], [5.908, 4.048, -2.360], [-1.910, -0.090, 0.788], [3.532, -1.678, -1.473], [5.700, 3.878, 0.932], [1.113, -4.624, -3.557], [-0.385, -3.866, 4.398], [3.920, -2.794, -0.529], [-4.472, 4.700, 0.004], [-9.742, -1.828, -2.687], [-1.130, 1.110, -2.193], [4.513, -5.991, -2.939], [1.610, -3.704, -3.863], [-3.318, 3.066, 2.686], [-1.408, 5.192, 0.353], [-2.977, 0.008, 0.586], [0.170, -2.114, -2.917], [-0.858, 2.920, -5.949], [-0.432, -3.909, 2.108], [-4.780, 0.352, 2.505], [2.618, 4.938, -3.732], [2.077, 5.757, -5.188], [-4.087, 3.768, -1.936], [5.739, 4.900, 1.311], [-3.983, 5.629, 1.667], [-2.712, 3.753, -0.869], [3.005, -0.890, -0.936], [-0.578, 8.642, 1.886], [5.726, -3.623, -2.783], [-4.549, 1.727, 4.821], [-10.158, -0.958, -2.178], [4.272, -1.297, 0.896], [0.606, 3.167, 0.256], [0.173, 3.216, -3.239], [-1.723, -5.154, 5.073], [4.414, -1.131, -1.805], [-10.177, -4.246, 1.110], [-1.151, 1.868, 0.105], [-6.787, -0.815, 0.931], [-9.082, -5.130, 0.173], [-1.657, -1.136, 0.616], [4.108, 1.164, -2.020], [3.091, -2.117, -2.368], [1.879, -5.185, 1.104], [-2.135, 6.574, 1.047], [1.793, 2.668, -3.305], [-1.440, -0.992, 6.467], [1.481, -4.861, 4.125], [1.160, 1.331, -5.485], [-5.454, -3.842, -1.031], [-5.928, -2.133, 1.732], [-3.851, -2.809, 2.652], [4.753, 3.962, 0.400], [1.346, -1.090, 3.025], [-1.803, -3.609, -4.685], [-0.165, -3.098, -1.639], [0.727, 0.271, 0.804], [2.143, -2.712, 0.807], [-3.450, 1.718, -0.891], [2.967, -1.299, 3.747], [0.621, 7.432, 2.410], [1.914, -3.623, -0.741], [5.819, -4.878, 1.233], [-3.706, -2.538, -2.043], [4.857, 4.127, -2.083], [5.235, -7.113, -1.795], [-8.285, -4.940, -2.119], [3.352, 2.007, 5.129], [0.361, -0.381, -4.383], [-2.138, -2.161, 2.602], [1.696, -3.245, 3.859], [-7.822, -3.717, 1.910], [-9.164, -1.343, -3.474], [4.255, 2.225, -0.604], [1.407, -3.690, 5.543], [6.231, 1.250, 1.174], [-8.795, -2.297, 1.339], [-5.334, -1.495, 0.184], [1.958, -0.568, 6.258], [0.361, -0.472, -0.687], [-5.536, 4.476, 0.076], [0.921, 5.695, -3.887], [-0.241, -5.633, 5.329], [-0.962, -4.941, -2.977], [-0.372, -3.355, -5.310], [1.437, 10.423, 2.454], [5.479, 3.179, 1.739], [-3.045, -4.049, -2.529], [1.394, -5.005, -2.574], [7.850, 0.517, -2.290], [3.502, -4.780, 1.653], [6.721, -0.579, -1.429], [-5.220, 3.036, 3.950], [-0.674, -2.831, 4.576], [6.264, -0.087, -2.985], [6.174, -5.819, -2.359], [4.773, 0.604, -0.406], [-6.864, -0.993, -2.264], [-6.205, 0.853, 3.345], [1.109, 1.009, 6.231], [4.831, -2.877, 1.469], [2.983, 10.258, 1.660], [2.089, 8.191, 0.541], [-6.736, -4.917, -0.671], [-7.961, -3.886, -3.527], [6.249, -6.355, 0.527], [-1.745, 0.087, 1.851], [8.235, 3.501, 1.733], [-5.087, 2.030, 1.053], [5.984, 4.632, -3.277], [6.933, -4.915, -0.009], [3.593, -6.751, 0.209], [5.823, -2.001, 0.320], [-2.811, -3.095, 1.269], [7.388, 2.669, -2.980], [-1.626, -0.287, -1.855], [-0.875, 5.647, 1.925], [-1.604, 1.839, -4.642], [-0.009, -1.845, 7.170], [-1.027, 1.206, -6.262], [2.720, -5.859, -1.070], [5.803, 2.237, -3.546], [1.401, 1.285, 3.852], [-0.382, -0.184, 7.504], [-0.811, -5.442, 2.958], [2.155, 2.426, 0.713], [1.229, -5.398, -4.315], [7.738, 4.820, -1.639], [8.964, 3.328, 0.219], [-4.396, 5.682, -0.463], [3.849, 0.555, 5.353], [1.541, 10.419, -0.487], [1.171, 0.484, -3.322], [8.545, 4.946, 0.850], [0.261, 9.505, -0.613], [-5.593, -4.482, 0.557], [-10.670, -3.881, -1.215], [2.069, 3.186, -0.820], [-9.558, -4.304, -3.248], [2.537, -0.334, 2.317], [6.328, 5.415, -0.869], [2.602, 9.193, 2.901], [-10.532, -2.400, -3.173], [-10.301, -2.375, -0.232], [-2.546, -3.338, -0.971]],
  "atomic_forces_ev_per_a": [[0.25, -0.56, 0.51], [0.03, -0.25, 0.98], [1.68, 0.03, 0.74], [-0.50, 1.65, 0.37], [0.04, 0.32, 0.65], [1.74, 2.40, 0.76], [-0.13, 0.39, 0.62], [0.92, -0.34, -1.91], [0.07, -0.17, -1.38], [0.23, -0.46, -0.67], [-0.04, -0.18, 0.53], [0.78, -0.04, -0.52], [1.74, 0.14, -0.18], [-1.19, -0.16, 0.65], [1.13, 0.47, -3.15], [0.35, 0.05, 0.92], [-1.86, 0.08, -0.14], [-0.23, 0.46, 0.14], [-0.33, 0.72, 0.13], [-0.41, -0.10, 1.17], [-2.74, -0.11, 1.13], [-1.82, -0.10, -0.63], [-1.04, 0.74, 0.99], [0.57, -1.20, -1.01], [-2.42, 1.79, -0.56], [-0.72, -0.30, 0.04], [-0.41, 0.67, -0.85], [0.82, 1.39, -0.54], [1.35, -0.16, -0.26], [-0.55, -1.07, -0.60], [1.02, -0.48, 0.68], [-0.01, -0.34, 0.33], [0.75, -0.45, -0.36], [-1.18, -0.09, -0.62], [0.10, 0.93, -0.81], [0.61, 1.38, 0.31], [0.51, -1.71, 0.84], [1.98, -0.05, -0.51], [1.89, -0.30, 0.17], [-0.34, -1.12, -1.05], [-2.24, -1.81, 0.60], [-1.02, 0.54, -0.67], [0.59, 0.25, -1.11], [0.19, 0.44, 1.20], [-0.56, 1.31, 1.19], [-0.54, 1.05, 1.64], [-0.80, 0.23, 0.23], [0.12, 0.07, 0.39], [1.66, 1.06, -1.09], [1.24, -0.21, 0.30], [-0.02, -1.02, -1.47], [-0.61, 0.74, 0.04], [-2.52, 0.09, 0.38], [-1.09, -0.19, -0.18], [-0.54, -1.43, 1.47], [0.05, -0.50, -0.46], [0.33, -1.38, 0.47], [0.26, -1.74, 0.64], [-0.63, -0.22, -0.06], [-0.26, -0.06, -1.21], [-0.30, -1.58, -1.10], [-0.24, 1.28, -0.89], [0.73, 0.90, -0.63], [2.48, -0.78, -0.44], [0.95, -0.17, 0.49], [-0.42, -0.07, -0.27], [1.17, -1.27, 1.19], [-0.41, -0.15, 1.13], [-0.06, -0.67, 0.39], [-0.41, 0.10, -0.02], [0.93, 0.18, -0.19], [-1.48, 0.33, 0.18], [-1.10, 0.12, -0.09], [1.11, -0.33, -1.91], [-0.06, -1.03, 1.19], [-0.28, -0.62, 0.61], [1.18, 0.66, -0.71], [0.18, 0.55, -0.14], [-0.35, 0.36, 0.31], [0.80, -0.28, 0.17], [-0.33, 0.22, -0.22], [1.02, 0.43, -0.95], [-0.15, -0.08, 0.20], [-0.01, 0.06, -0.86], [-0.27, 0.06, 0.28], [0.23, 0.21, -0.04], [0.52, 0.05, 0.12], [-0.17, 0.26, 0.49], [0.02, -0.14, -0.09], [-0.32, 0.43, 0.02], [0.70, -0.10, 0.46], [0.00, -0.03, 0.16], [0.17, 0.34, 0.14], [-0.79, -0.29, -0.25], [-0.30, 0.03, 0.15], [0.10, 0.16, -0.21], [0.05, -0.53, -0.09], [-0.11, -0.39, 0.65], [0.35, 0.20, 0.36], [-0.03, 0.00, -0.17], [-0.45, 0.25, -0.02], [-0.57, 0.06, 0.37], [0.21, -0.36, -0.12], [0.05, 0.23, 0.35], [-0.96, 0.20, 0.11], [-0.16, -0.09, -0.14], [0.65, 0.15, -0.28], [0.15, -0.08, -0.29], [-0.04, -0.30, 0.18], [-0.62, 0.31, 0.11], [0.00, -0.26, 0.18], [-0.30, -0.08, 0.44], [0.41, -0.34, -0.16], [-0.22, -0.80, 0.50], [0.08, -0.54, 0.69], [0.38, 1.10, -0.51], [-0.07, 0.42, -0.08], [0.14, 0.03, 0.06], [0.22, 0.08, 0.28], [-0.06, -0.41, -0.52], [-0.51, -0.35, 1.00], [-0.47, 0.05, -0.31], [-0.57, -0.43, 0.52], [0.25, 0.52, 0.39], [-0.07, 0.06, -0.09], [0.56, -0.49, -0.48], [-0.01, -0.13, -0.13], [-0.06, -0.09, 0.32], [-0.28, 0.20, 0.08], [-0.78, 0.20, -0.07], [-0.01, 0.14, 0.20], [-0.21, -0.31, 0.13], [-0.25, -0.15, 0.12], [-0.17, 0.11, -0.07], [-0.44, 0.42, -0.19], [-0.28, 0.08, -0.43], [-0.34, 0.33, 0.20], [-0.43, 0.58, 0.06], [0.23, 0.42, 0.20], [0.25, -0.30, -0.37], [0.31, 0.32, -0.38], [0.18, -0.36, -0.05], [-0.40, -0.42, 0.60], [0.49, 0.22, 0.23], [0.03, -0.04, -0.05], [0.61, 0.05, 0.06], [0.56, -0.19, -0.48], [-0.10, -0.15, -0.12], [0.17, -0.10, 0.58], [0.35, -0.07, 0.09], [0.11, -0.39, -0.07], [0.24, 0.17, -0.44], [0.03, 0.10, 0.09], [0.39, 0.03, 0.27], [0.07, -0.41, 0.16], [0.51, 0.25, -0.17], [0.10, -0.58, -0.37], [-0.01, 0.30, 0.04], [0.27, 0.17, 0.34], [-0.25, 0.26, -0.20], [-0.59, -0.12, 0.17], [0.09, 0.60, -0.29], [0.02, 0.23, -0.14], [-0.66, -0.42, -0.24], [0.33, 0.21, -0.11], [-0.27, -0.01, -0.04], [0.46, 0.28, 0.45], [-0.08, 0.02, 0.05], [-0.26, -0.08, -0.75], [0.02, -0.52, 0.00], [-0.27, 0.01, 0.12], [0.51, 0.03, 0.23], [-0.46, -0.44, -0.32], [0.14, 0.37, -0.07], [-0.18, -0.04, 0.26], [0.27, 0.05, -0.53], [0.37, 0.47, 0.23], [-0.29, 0.31, -0.93], [0.21, -0.12, -0.32], [-0.14, 0.13, -0.25], [-0.07, 0.22, -0.31], [0.21, 0.15, -0.12], [-0.38, -0.69, 0.27], [-0.23, -0.04, 0.35], [-0.75, 0.24, -0.55], [0.36, -0.31, -0.56], [-0.42, -0.14, 0.22], [0.20, -0.24, -0.23], [-0.17, -0.08, 0.00], [0.09, 0.41, 0.34], [0.59, 0.59, -0.10], [0.45, -0.02, -0.14], [-0.19, -0.76, 0.18], [0.15, 0.03, 0.09], [0.47, -0.59, 0.42], [0.23, 0.35, -0.25], [0.31, 0.08, 0.06], [0.07, -0.65, -0.11], [0.81, -0.33, 0.66], [0.13, 0.01, 0.40], [-0.70, 0.22, -0.56], [-0.23, -0.35, 0.12], [-0.24, 0.34, 0.49], [-0.35, 0.58, -0.23], [-0.40, 0.29, -0.05], [-0.22, -0.47, 0.38], [0.94, 1.02, 0.31], [0.29, 0.14, 0.61], [-0.33, -0.61, 0.03], [-0.08, 0.17, 0.11], [-0.43, 0.14, -0.47], [0.46, 0.12, 0.04]],
  "lowdin_charge": [-0.210, -0.077, -0.208, -0.098, -0.203, -0.190, 0.018, -0.185, -0.086, -0.178, -0.016, -0.014, -0.058, 0.036, -0.135, 0.061, -0.110, 0.031, 0.074, 0.041, -0.114, 0.019, -0.145, -0.379, -0.437, -0.074, -0.163, -0.473, -0.422, -0.025, -0.040, -0.019, -0.099, -0.115, -0.034, -0.445, -0.042, -0.469, -0.401, -0.073, -0.252, -0.127, -0.070, -0.028, -0.132, -0.100, -0.232, -0.195, -0.418, -0.025, -0.024, -0.192, -0.138, -0.274, -0.473, -0.024, -0.184, -0.147, -0.016, -0.179, -0.129, -0.171, -0.237, -0.080, -0.043, -0.445, -0.145, -0.078, -0.199, -0.047, -0.041, -0.047, -0.047, -0.427, -0.465, -0.185, -0.047, 0.038, 0.083, 0.075, 0.051, 0.066, 0.069, 0.099, 0.077, 0.111, 0.100, 0.074, 0.083, 0.121, 0.090, 0.074, 0.098, 0.073, 0.131, 0.099, 0.116, 0.083, 0.060, 0.075, 0.120, 0.067, 0.047, 0.100, 0.120, 0.079, 0.098, 0.061, 0.085, 0.084, 0.093, 0.074, 0.103, 0.098, 0.076, 0.131, 0.060, 0.062, 0.083, 0.061, 0.057, 0.058, 0.109, 0.111, 0.101, 0.028, 0.076, 0.124, 0.080, 0.058, 0.084, 0.095, 0.082, 0.068, 0.064, 0.069, 0.072, 0.046, 0.117, 0.075, 0.042, 0.083, 0.081, 0.117, 0.067, 0.128, 0.111, 0.119, 0.086, 0.069, 0.130, 0.065, 0.075, 0.083, 0.088, 0.058, 0.090, 0.097, 0.060, 0.117, 0.116, 0.086, 0.075, 0.057, 0.109, 0.111, 0.125, 0.067, 0.072, 0.126, 0.064, 0.080, 0.074, 0.085, 0.074, 0.018, 0.114, 0.076, 0.125, 0.081, 0.062, 0.117, 0.053, 0.093, 0.076, 0.093, 0.077, 0.099, 0.115, 0.136, 0.087, 0.121, 0.080, 0.085, 0.118, 0.086, 0.119, 0.065, 0.071, 0.061, 0.084, 0.063, 0.083, 0.114, 0.071, 0.075, 0.046, 0.111, 0.069, 0.082, 0.111, 0.077]
}